# 1
{
  "formula": "C33H62O33",
  "method": "wB97M-V/def2-TZVPD",
  "species": ["C", "C", "O", "C", "O", "O", "H", "H", "H", "H", "C", "C", "O", "C", "O", "O", "H", "H", "H", "H", "C", "O", "C", "O", "O", "C", "H", "H", "H", "H", "H", "H", "C", "O", "C", "O", "O", "C", "H", "H", "H", "H", "H", "H", "C", "O", "C", "O", "O", "C", "H", "H", "H", "H", "H", "H", "C", "O", "C", "O", "O", "C", "H", "H", "H", "H", "H", "H", "C", "O", "C", "O", "O", "C", "H", "H", "H", "H", "H", "H", "C", "O", "C", "O", "O", "C", "H", "H", "H", "H", "H", "H", "C", "O", "C", "O", "O", "C", "H", "H", "H", "H", "H", "H", "C", "O", "C", "O", "O", "C", "H", "H", "H", "H", "H", "H", "C", "O", "C", "O", "O", "C", "H", "H", "H", "H", "H", "H"],
  "coordinates": [[-5.34635, -4.40906, -8.07346], [-4.12269, -4.62160, -8.94335], [-3.18553, -5.13095, -8.01839], [-3.55086, -4.85949, -6.75348], [-2.81553, -4.90725, -5.81117], [-4.85879, -4.43111, -6.75189], [-5.93985, -5.25841, -8.41179], [-5.88591, -3.48741, -8.29147], [-3.86559, -3.62624, -9.30565], [-4.17194, -5.34161, -9.76021], [-0.12277, 0.28456, -1.38168], [1.12068, -0.25776, -0.72452], [1.12544, 0.49565, 0.50610], [-0.10888, 1.00121, 0.80747], [-0.42283, 1.54340, 1.86710], [-0.89663, 0.86081, -0.25737], [-0.66377, -0.43036, -2.00158], [0.17264, 1.13721, -1.99310], [2.03422, -0.08390, -1.29313], [1.01423, -1.33785, -0.62363], [3.54198, 4.45043, 4.69046], [2.31599, 5.00822, 5.18001], [2.39366, 6.21592, 5.77691], [3.40176, 6.91037, 5.98948], [1.17648, 6.61166, 6.18111], [-0.06558, 5.83679, 6.05526], [4.25216, 5.20909, 4.36156], [3.29414, 3.79107, 3.85864], [4.01064, 3.80761, 5.43561], [-0.89864, 6.34187, 6.54414], [-0.17016, 4.86731, 6.54234], [-0.22913, 5.70047, 4.98625], [4.16260, -6.34792, -2.38464], [4.23587, -7.24143, -1.21104], [5.52220, -7.51756, -0.72970], [6.54009, -7.18792, -1.29939], [5.45109, -8.05322, 0.46044], [6.62208, -8.67733, 1.00720], [4.81454, -5.49048, -2.21774], [3.16570, -5.90881, -2.42306], [4.30288, -6.69089, -3.40972], [6.78879, -9.47066, 0.27856], [6.34993, -9.15983, 1.94593], [7.55366, -8.11275, 0.96837], [-0.68444, 3.13259, -9.51540], [0.22596, 1.99905, -9.36843], [0.20860, 1.20807, -8.33187], [-0.52327, 1.31822, -7.34969], [1.22208, 0.24500, -8.54762], [1.48082, -0.68118, -7.45897], [-0.49772, 3.87014, -8.73486], [-1.69905, 2.77639, -9.33709], [-0.66588, 3.67951, -10.45807], [2.32773, -1.33447, -7.66883], [0.71170, -1.45354, -7.46215], [1.67743, -0.18142, -6.51045], [-6.93191, 3.59107, -0.81608], [-8.15568, 3.93707, -0.21461], [-9.28305, 3.25343, -0.50415], [-9.40425, 2.30515, -1.25857], [-10.28432, 3.75267, 0.26581], [-11.60166, 3.31072, -0.01799], [-6.76226, 2.53838, -0.58991], [-6.10334, 4.10741, -0.33134], [-6.83795, 3.83522, -1.87423], [-11.94931, 3.60628, -1.00788], [-12.32128, 3.59837, 0.74850], [-11.54120, 2.22460, 0.05110], [-6.53703, -4.69621, 0.25313], [-6.92230, -4.70485, 1.62592], [-7.95404, -5.46607, 2.07656], [-8.79424, -6.01550, 1.33160], [-7.76869, -5.60116, 3.37735], [-8.80532, -6.26135, 4.01441], [-6.56116, -5.69381, -0.18539], [-5.57576, -4.18361, 0.21684], [-7.04739, -3.96767, -0.37682], [-8.75200, -7.33399, 3.82811], [-9.77095, -5.84364, 3.72954], [-8.73851, -6.13410, 5.09490], [1.84487, 7.93473, -0.30766], [3.00735, 8.68389, -0.69413], [2.88624, 9.95525, -1.10912], [1.78250, 10.52993, -1.33761], [4.10423, 10.48163, -1.38989], [4.15669, 11.80993, -1.83248], [1.33995, 8.55564, 0.43238], [1.95688, 6.96186, 0.17094], [1.23717, 7.79888, -1.20229], [5.20184, 12.07454, -1.99293], [3.77521, 12.39781, -0.99763], [3.82021, 12.04305, -2.84269], [6.74270, 3.27527, -2.31790], [7.01437, 3.81504, -3.57652], [6.54740, 3.21544, -4.55336], [5.84160, 2.15768, -4.50367], [7.01491, 3.73757, -5.69181], [6.68791, 3.32550, -6.95981], [5.69690, 3.47180, -2.08173], [7.28754, 3.83283, -1.55608], [7.19178, 2.28643, -2.22498], [7.36616, 3.85381, -7.62986], [5.66911, 3.67588, -7.12532], [6.67121, 2.25142, -7.14465], [4.06355, -2.98901, 11.65637], [2.99654, -2.81227, 10.66120], [2.99163, -1.71754, 9.82729], [3.84455, -0.83209, 9.93993], [1.86537, -1.71952, 9.04028], [1.54971, -0.69106, 8.12578], [4.04957, -2.19450, 12.40247], [5.06045, -3.00584, 11.21589], [3.76688, -3.96124, 12.04989], [1.49703, 0.21259, 8.73303], [0.55084, -0.94817, 7.77329], [2.37767, -0.55519, 7.42999], [2.57672, -4.82503, 4.48424], [1.38234, -5.52485, 4.86222], [0.18314, -4.90217, 4.64691], [-0.02341, -4.07742, 3.74921], [-0.66192, -5.36062, 5.66609], [-2.02052, -4.82027, 5.73786], [2.54006, -4.33549, 3.51105], [3.29481, -5.64458, 4.45634], [2.99348, -4.04521, 5.12165], [-2.47294, -4.65021, 4.76088], [-2.05270, -3.90453, 6.32818], [-2.61992, -5.59023, 6.22364]],
  "gap_ev": 10.6,
  "smiles": "COC(=O)OC.COC(=O)OC.COC(=O)OC.COC(=O)OC.COC(=O)OC.COC(=O)OC.COC(=O)OC.COC(=O)OC.COC(=O)OC.O=C1OCCO1.O=C1OCCO1",
  "charge": 0
}



# 2
{
  "formula": "C27H49As3NO3SSbZr",
  "method": "wB97M-V/def2-TZVPD",
  "species": ["Zr", "C", "C", "C", "O", "C", "O", "O", "H", "H", "H", "H", "H", "H", "H", "S", "C", "C", "C", "C", "C", "C", "C", "C", "C", "N", "H", "H", "H", "H", "H", "H", "C", "As", "C", "C", "C", "C", "C", "As", "C", "C", "C", "As", "C", "C", "H", "H", "H", "H", "H", "H", "H", "H", "H", "H", "H", "H", "H", "H", "H", "H", "H", "H", "H", "H", "H", "H", "H", "H", "H", "H", "H", "C", "Sb", "C", "C", "H", "H", "H", "H", "H", "H", "H", "H", "H"],
  "coordinates": [[-1.04385, -0.26989, 1.19215], [-3.42441, -3.27075, 3.45587], [-3.59779, -2.23970, 2.34440], [-5.09386, -1.85216, 2.18799], [-2.81914, -1.05861, 2.62475], [-3.01107, -2.75734, 0.99067], [-3.29481, -3.85054, 0.49050], [-2.07430, -1.99221, 0.47008], [-4.03185, -3.03502, 4.31715], [-2.37502, -3.37456, 3.80491], [-3.77564, -4.21440, 3.02554], [-5.53012, -1.61717, 3.14850], [-5.56761, -2.76456, 1.76232], [-5.24805, -1.05708, 1.47461], [-3.02993, -0.81139, 3.56021], [0.27324, 2.99236, 4.21715], [1.23142, 1.66006, 4.69615], [0.93856, 0.49091, 4.02558], [-0.08217, 0.63573, 3.04857], [-0.56653, 1.98103, 3.08410], [-1.56548, 2.47668, 2.16723], [-1.79344, 3.79604, 1.81663], [-2.84371, 4.12018, 0.95165], [-3.61119, 3.08500, 0.40045], [-3.27712, 1.78958, 0.68271], [-2.25117, 1.48469, 1.50493], [2.04969, 1.80578, 5.38822], [1.48614, -0.43412, 4.22151], [-1.18993, 4.53531, 2.32122], [-3.00204, 5.15868, 0.71968], [-4.46371, 3.30363, -0.23051], [-3.86300, 0.94732, 0.32925], [2.36467, 1.78687, 1.18669], [1.35905, 0.65120, -0.09448], [2.85002, -0.50431, -0.70640], [1.45035, 1.98996, -1.61035], [0.85679, 1.76302, -3.04826], [1.05574, 3.07305, -3.86195], [-0.66336, 1.44071, -2.97457], [-1.26626, -0.03720, -1.75055], [-3.15940, -0.19086, -2.29187], [-0.82776, -1.64024, -2.79207], [1.56667, 0.60575, -3.76472], [3.46455, 0.44463, -4.45802], [4.53403, 1.93465, -3.69813], [3.35096, 1.06688, -6.31962], [3.23679, 2.19699, 0.68200], [2.67842, 1.24463, 2.10577], [1.69321, 2.61179, 1.50193], [3.34919, -0.00637, -1.53505], [2.42638, -1.45372, -1.02895], [3.58410, -0.67068, 0.09021], [2.53777, 2.19333, -1.65201], [0.99938, 2.89034, -1.15334], [0.48321, 3.90243, -3.42525], [0.65781, 2.93119, -4.87248], [2.10676, 3.34587, -3.97458], [-1.12322, 1.30314, -3.97027], [-1.18633, 2.29353, -2.54453], [-3.23002, -0.39993, -3.32913], [-3.65009, 0.75448, -2.09249], [-3.61317, -0.94159, -1.65663], [-1.11499, -1.55874, -3.82631], [-1.39544, -2.39305, -2.22799], [0.24029, -1.86585, -2.73590], [1.02615, 0.51754, -4.72476], [1.49216, -0.38061, -3.24852], [4.84986, 1.67377, -2.67429], [3.99028, 2.89598, -3.73901], [5.42260, 2.05136, -4.30487], [2.80274, 0.29305, -6.90535], [4.38892, 1.18361, -6.76715], [2.83241, 2.00481, -6.39919], [0.74099, -3.46535, 4.19136], [1.34187, -2.59413, 2.26690], [3.39874, -2.26233, 3.01316], [1.35807, -4.54565, 1.16846], [1.66322, -3.58592, 4.83428], [0.27289, -4.41872, 3.95562], [0.01369, -2.77545, 4.65980], [3.62761, -2.89345, 3.87170], [3.55250, -1.21377, 3.26395], [4.01330, -2.49029, 2.15104], [1.42417, -5.32829, 1.92564], [2.20000, -4.56881, 0.45172], [0.41964, -4.52276, 0.64460]],
  "gap_ev": 5.7,
  "charge": 2
}



# 3
{
  "formula": "C25H31N5O6Ti",
  "method": "wB97M-V/def2-TZVPD",
  "species": ["Ti", "O", "C", "O", "C", "O", "C", "C", "O", "O", "H", "H", "H", "H", "H", "C", "C", "O", "N", "C", "C", "C", "C", "C", "C", "N", "H", "H", "H", "H", "H", "H", "H", "H", "H", "H", "C", "C", "N", "C", "C", "N", "C", "C", "H", "H", "H", "H", "H", "H", "H", "H", "H", "H", "H", "H", "N", "C", "C", "C", "C", "C", "C", "C", "H", "H", "H", "H"],
  "coordinates": [[0.89836, 0.63093, 0.13849], [4.59114, 0.54404, 1.94158], [3.26885, 0.71578, 1.66487], [2.84691, 0.59267, 0.43099], [2.33808, 0.87198, 2.82445], [1.04578, 0.65438, 2.28419], [-0.13690, 0.95391, 2.99035], [-1.19997, 1.46806, 1.96711], [-2.17196, 2.06458, 2.38778], [-0.92370, 1.23784, 0.72976], [5.01930, 0.31887, 1.10964], [2.55035, 0.15066, 3.62929], [2.36949, 1.88975, 3.25704], [-0.50951, 0.04746, 3.48374], [0.05240, 1.72681, 3.74449], [-0.43460, 1.23269, -3.92939], [0.61629, 1.48303, -2.88092], [0.61812, 0.84712, -1.80590], [1.60002, 2.38471, -3.14573], [2.53759, 2.75398, -2.08385], [1.95122, 3.65539, -1.02163], [2.00022, 5.02974, -1.18519], [1.48866, 5.85310, -0.18889], [0.93828, 5.26885, 0.94391], [0.90040, 3.88604, 1.01491], [1.38973, 3.08720, 0.06737], [-0.75583, 0.19553, -3.85799], [-0.05809, 1.43722, -4.92946], [-1.30003, 1.86908, -3.73675], [1.33930, 3.11801, -3.78864], [3.38384, 3.24650, -2.56471], [2.90234, 1.84052, -1.60736], [2.43950, 5.44955, -2.07949], [1.52710, 6.92780, -0.29419], [0.53974, 5.85977, 1.75430], [0.45090, 3.39876, 1.87142], [-2.03547, -1.74189, -1.03282], [-3.28122, -2.55179, -1.47681], [-4.21095, -2.69411, -0.36040], [-3.53484, -3.39968, 0.72645], [-2.27013, -2.61668, 1.16404], [-2.14599, -1.39094, 0.37959], [-3.34436, -0.57806, 0.57799], [-4.59453, -1.36166, 0.10412], [-1.94344, -0.80884, -1.59904], [-1.11466, -2.31021, -1.17341], [-3.00137, -3.55235, -1.81568], [-3.80982, -2.05807, -2.29673], [-3.27825, -4.40195, 0.37400], [-4.24304, -3.50962, 1.55127], [-1.36315, -3.20682, 1.01820], [-2.32399, -2.33942, 2.22106], [-3.21629, 0.35597, 0.02916], [-3.41236, -0.31964, 1.63635], [-5.09454, -0.84936, -0.72199], [-5.32298, -1.47683, 0.91038], [2.61924, -6.74200, 0.04798], [2.27829, -5.64365, 0.05006], [1.85603, -4.28169, 0.05041], [1.84031, -3.55166, -1.13677], [1.44498, -2.22548, -1.10796], [1.04954, -1.55920, 0.06214], [1.07164, -2.34308, 1.22615], [1.46085, -3.67055, 1.24198], [2.13971, -4.02626, -2.06195], [1.44735, -1.69007, -2.05758], [0.75542, -1.90778, 2.17168], [1.46474, -4.23893, 2.16259]],
  "gap_ev": [4.9, 6.9],
  "multiplicity": 3,
  "charge": 0,
  "s_squared": 2.0087
}



# 4
{
  "formula": "C4H12",
  "method": "wB97M-V/def2-TZVPD",
  "species": ["C", "C", "H", "H", "H", "H", "H", "H", "C", "C", "H", "H", "H", "H", "H", "H"],
  "coordinates": [[-1.76566, 0.84253, 1.12297], [-2.63378, -0.34471, 0.68539], [-1.95097, 1.12840, 2.16282], [-0.73163, 0.49299, 1.05774], [-1.94706, 1.65024, 0.43075], [-3.65547, -0.30649, 1.06571], [-2.64174, -0.38905, -0.39354], [-2.21926, -1.29978, 1.01428], [1.50398, -0.28780, -0.67908], [2.94690, -0.16904, -1.13116], [0.93880, 0.65766, -0.75273], [0.86050, -0.99007, -1.18777], [1.38003, -0.49944, 0.37727], [3.53038, -1.01687, -0.75931], [3.39229, 0.75549, -0.79706], [2.99268, -0.22407, -2.21625]],
  "gap_ev": 12.9,
  "smiles": "CC.CC",
  "charge": 0
}



no.,maximum force (eV Å⁻¹)
1,8.2
2,3.1
3,2.2
4,1.7